The following is a DFT calculation (ωB97M-V/def2-TZVPD) of C19H16AuCl2NO2 as an isolated structure.

Output
**Highest occupied orbital energy**: -7.17 eV
**Net charge**: 0
**Electronic energy**: -54284.71720 eV
**LUMO energy**: -1.015 eV
**Frontier orbital gap**: 6.16 eV
**Energy above the lowest of the compared OMol25 structures with the same formula, charge and spin**: 0.154 eV

Positions of all 41 atoms, in Å:
Au1 1.108 -0.831 0.963
Cl1 5.443 -2.468 -0.563
C1 4.053 -3.498 -0.436
C2 4.158 -4.805 -0.932
C3 3.100 -5.656 -0.862
Cl2 3.255 -7.275 -1.489
C4 1.880 -5.235 -0.279
C5 0.743 -6.064 -0.156
C6 -0.386 -5.582 0.437
C7 -0.381 -4.257 0.912
N1 0.649 -3.463 0.807
C8 1.783 -3.916 0.222
C9 2.897 -2.996 0.142
O1 2.866 -1.777 0.593
H1 5.091 -5.124 -1.373
H2 0.786 -7.077 -0.533
H3 -1.268 -6.198 0.550
H4 -1.262 -3.850 1.395
C10 -2.210 6.566 -0.319
C11 -1.886 5.112 -0.141
C12 -1.305 4.648 1.030
C13 -0.982 3.309 1.211
C14 -0.328 2.904 2.500
C15 -1.267 2.411 0.164
C16 -0.979 0.996 0.277
O2 -0.575 0.441 1.309
C17 -1.845 2.866 -1.041
C18 -2.141 1.949 -2.197
C19 -2.145 4.209 -1.169
H5 -2.140 7.106 0.622
H6 -3.215 6.694 -0.720
H7 -1.518 7.026 -1.025
H8 -1.088 5.348 1.826
H9 -0.107 3.793 3.086
H10 0.597 2.355 2.324
H11 -0.966 2.245 3.086
H12 -1.159 0.376 -0.609
H13 -1.245 1.443 -2.557
H14 -2.548 2.526 -3.024
H15 -2.872 1.182 -1.940
H16 -2.590 4.565 -2.090